# 1
119
Properties=species:S:1:pos:R:3:lowdin_charge:R:1 method="wB97M-V/def2-TZVPD" gap_ev=7.93 lumo_ha=0.00142 e_tot_ha=-2860.5010 smiles=B1OB(CCCCCCCCCCCCn2cccc2)OB(CCCCSc2nnco2)O1.CC#N.CC#N.CC#N.CC#N.CC#N.CC#N.CC#N.CC#N
B 5.937 -0.557 2.660 -0.20
O 6.671 0.750 2.761 0.12
B 5.986 1.582 1.714 -0.39
C 4.974 2.840 2.024 -0.08
C 3.428 2.242 1.801 -0.20
C 2.270 3.250 2.389 -0.21
C 0.750 2.918 1.774 -0.22
C 0.722 3.046 0.123 -0.23
C -0.769 3.369 -0.495 -0.22
C -1.818 2.116 -0.297 -0.22
C -2.926 1.962 -1.508 -0.21
C -2.988 0.473 -2.190 -0.22
C -3.948 -0.608 -1.416 -0.20
C -4.152 -0.311 0.183 -0.21
C -5.084 -1.429 0.938 -0.19
N -4.574 -2.858 0.787 -0.19
C -3.141 -3.350 0.942 -0.05
C -3.317 -4.967 0.699 -0.09
C -4.923 -5.281 0.386 -0.09
C -5.707 -3.841 0.438 -0.04
O 6.248 1.156 0.305 0.16
B 5.701 -0.215 0.241 -0.42
C 5.256 -0.792 -1.270 -0.09
C 6.639 -0.986 -2.130 -0.22
C 6.611 -2.203 -3.228 -0.24
C 6.234 -3.679 -2.623 -0.49
S 6.966 -4.063 -0.942 0.88
C 5.478 -4.128 0.222 -0.44
N 5.661 -4.170 1.746 -0.01
N 4.357 -4.165 2.225 -0.04
C 3.352 -4.127 1.086 -0.05
O 4.072 -4.109 -0.212 -0.12
O 5.469 -1.124 1.380 0.11
H 5.679 -1.135 3.678 0.11
H 5.119 3.311 3.089 0.12
H 5.118 3.654 1.165 0.13
H 3.302 2.001 0.639 0.12
H 3.350 1.176 2.333 0.13
H 2.185 3.049 3.562 0.12
H 2.555 4.390 2.199 0.12
H 0.470 1.825 2.141 0.09
H -0.062 3.629 2.279 0.12
H 1.158 2.017 -0.282 0.11
H 1.473 3.928 -0.138 0.11
H -0.686 3.671 -1.624 0.10
H -1.171 4.338 0.075 0.11
H -1.277 1.085 -0.046 0.11
H -2.447 2.372 0.685 0.09
H -2.566 2.707 -2.367 0.11
H -3.988 2.386 -1.172 0.08
H -3.460 0.623 -3.276 0.08
H -1.915 0.011 -2.381 0.10
H -3.445 -1.684 -1.496 0.11
H -5.029 -0.725 -1.881 0.09
H -4.605 0.769 0.385 0.10
H -3.088 -0.310 0.695 0.10
H -5.032 -1.178 2.104 0.13
H -6.198 -1.294 0.574 0.12
H -2.154 -2.752 1.173 0.10
H -2.490 -5.811 0.744 0.07
H -5.459 -6.311 0.178 0.07
H -6.855 -3.618 0.253 0.12
H 4.584 -1.748 -1.204 0.10
H 4.619 0.091 -1.760 0.09
H 6.791 0.020 -2.753 0.12
H 7.561 -1.086 -1.413 0.11
H 5.872 -1.970 -4.106 0.12
H 7.719 -2.296 -3.663 0.12
H 6.646 -4.475 -3.412 0.04
H 5.050 -3.822 -2.651 0.10
H 2.184 -4.084 1.147 0.13
C -0.405 -1.463 -5.059 -0.08
C -1.407 -0.330 -5.207 -0.20
N -2.238 0.610 -5.330 0.10
H 0.407 -1.340 -5.781 0.08
H 0.014 -1.461 -4.049 0.07
H -0.898 -2.423 -5.237 0.08
C -6.984 3.106 -0.654 -0.09
C -7.186 1.729 -1.266 -0.19
N -7.353 0.587 -1.773 0.10
H -7.058 3.873 -1.430 0.07
H -7.749 3.293 0.104 0.07
H -5.998 3.166 -0.187 0.00
C -5.092 4.290 3.189 -0.06
C -4.683 4.414 1.730 -0.17
N -4.345 4.517 0.520 0.12
H -5.317 3.246 3.426 0.08
H -4.279 4.634 3.834 0.08
H -5.981 4.898 3.380 0.07
C -8.334 6.588 -0.231 -0.08
C -8.951 6.337 1.136 -0.21
N -9.462 6.129 2.269 0.08
H -8.930 7.323 -0.779 0.08
H -7.316 6.969 -0.116 0.08
H -8.303 5.656 -0.802 0.05
C 0.587 -0.661 4.853 -0.10
C -0.415 0.473 4.705 -0.21
N -1.246 1.413 4.582 0.08
H 1.399 -0.537 4.131 0.07
H 1.006 -0.658 5.863 0.07
H 0.094 -1.620 4.675 0.04
C -2.984 -3.127 6.485 -0.07
C -1.490 -2.919 6.675 -0.18
N -0.251 -2.747 6.834 0.10
H -3.258 -2.924 5.446 0.07
H -3.251 -4.159 6.728 0.08
H -3.540 -2.450 7.139 0.08
C 4.896 3.359 -3.684 -0.07
C 4.443 1.933 -3.953 -0.20
N 4.068 0.750 -4.176 0.10
H 4.772 3.596 -2.624 0.07
H 5.949 3.473 -3.954 0.08
H 4.298 4.058 -4.277 0.08
C 5.370 -7.628 -5.088 -0.07
C 6.138 -6.348 -5.374 -0.19
N 6.775 -5.286 -5.611 0.10
H 4.564 -7.429 -4.376 0.08
H 4.938 -8.019 -6.013 0.08
H 6.042 -8.379 -4.663 0.08


# 2
114
Properties=species:S:1:pos:R:3:lowdin_charge:R:1 method="wB97M-V/def2-TZVPD" gap_ev=7.61 charge=+1 lumo_ha=-0.11465 e_tot_ha=-7979.0708 e_above_lowest_kj_mol=11.04
Sc -0.269 0.211 -0.052 0.98
O -0.429 0.294 3.910 -0.22
Cl 0.215 -0.196 2.762 0.75
O 1.192 -1.178 3.025 -0.24
O -0.810 -0.737 1.787 -0.45
O 0.771 0.904 1.939 -0.40
C -5.188 1.822 -0.415 -0.18
Si -3.335 1.833 -0.121 0.48
C -3.113 2.147 1.729 -0.15
C -2.753 3.270 -1.200 -0.14
C -2.454 0.216 -0.617 -0.40
C -2.055 0.270 -2.043 -0.40
C -2.887 0.177 -3.167 0.00
C -2.346 0.282 -4.428 -0.02
C -0.972 0.477 -4.582 -0.03
C -0.201 0.551 -3.451 -0.12
N -0.720 0.442 -2.215 0.00
Si -3.526 -1.279 -0.160 0.46
C -5.199 -1.425 -1.015 -0.16
C -2.692 -2.863 -0.727 -0.16
C -3.877 -1.297 1.675 -0.15
H -5.527 2.853 -0.266 0.05
H -5.742 1.193 0.281 0.03
H -5.461 1.539 -1.433 0.04
H -2.989 3.213 1.943 0.03
H -2.284 1.603 2.191 0.01
H -4.012 1.823 2.258 0.04
H -2.703 4.200 -0.628 0.04
H -3.508 3.422 -1.976 0.04
H -1.800 3.135 -1.710 0.02
H -3.950 0.055 -3.027 0.10
H -2.987 0.224 -5.299 0.12
H -0.520 0.575 -5.558 0.12
H 0.866 0.706 -3.524 0.09
H -5.146 -1.481 -2.103 0.03
H -5.934 -0.672 -0.742 0.02
H -5.593 -2.393 -0.685 0.05
H -2.771 -2.952 -1.815 0.05
H -3.235 -3.708 -0.296 0.06
H -1.643 -2.983 -0.460 -0.01
H -4.576 -0.505 1.951 0.03
H -2.990 -1.198 2.301 0.02
H -4.360 -2.247 1.920 0.05
C 4.564 -0.345 -2.810 -0.16
C 3.212 0.071 -2.218 -0.36
Ge 2.920 -0.805 -0.464 0.87
C 3.584 0.366 0.962 -0.37
C 5.111 0.434 0.894 -0.16
C 3.933 -2.462 -0.556 -0.24
C 3.133 -3.535 -0.578 -0.33
Ge 1.313 -2.833 -0.458 0.92
C 0.432 -3.596 1.118 -0.35
C 0.022 -5.056 0.888 -0.14
C 0.350 -2.780 -2.180 -0.37
C 0.005 -4.130 -2.815 -0.15
C 3.596 -4.936 -0.602 -0.23
C 2.808 -5.948 -1.145 -0.06
C 3.260 -7.260 -1.187 -0.07
C 4.506 -7.581 -0.671 -0.08
C 5.294 -6.584 -0.107 -0.07
C 4.842 -5.276 -0.071 -0.03
H 4.757 0.173 -3.751 0.08
H 4.588 -1.417 -3.013 0.07
H 5.396 -0.124 -2.139 0.06
H 2.430 -0.225 -2.917 0.02
H 3.175 1.157 -2.107 0.05
H 3.250 0.001 1.930 0.04
H 3.155 1.363 0.836 0.05
H 5.565 -0.552 1.003 0.07
H 5.505 1.064 1.694 0.08
H 5.459 0.858 -0.050 0.06
H 5.018 -2.540 -0.622 0.07
H -0.410 -3.009 1.467 0.03
H 1.184 -3.543 1.908 0.07
H -0.659 -5.170 0.043 0.05
H -0.495 -5.442 1.769 0.08
H 0.887 -5.694 0.713 0.06
H 1.007 -2.215 -2.848 0.05
H -0.565 -2.190 -2.085 0.01
H 0.903 -4.677 -3.099 0.06
H -0.583 -3.989 -3.724 0.08
H -0.582 -4.761 -2.146 0.06
H 1.829 -5.719 -1.542 0.08
H 2.635 -8.029 -1.621 0.11
H 4.858 -8.604 -0.695 0.11
H 6.259 -6.832 0.314 0.11
H 5.455 -4.514 0.394 0.11
C 0.218 3.589 4.340 -0.06
C 0.739 4.703 3.446 -0.19
N -0.323 5.518 2.862 -0.05
C -1.116 6.369 3.756 -0.18
C -2.514 5.822 3.997 -0.07
C -0.591 5.591 1.547 -0.43
O -1.417 6.345 1.053 0.09
C 0.111 4.642 0.613 -0.10
C 0.843 5.104 -0.469 0.05
C 1.320 4.189 -1.394 0.00
C 0.992 2.856 -1.238 -0.11
N 0.262 2.407 -0.209 -0.01
C -0.131 3.289 0.716 -0.09
H 1.047 2.987 4.712 0.09
H -0.466 2.930 3.800 0.05
H -0.313 3.988 5.205 0.08
H 1.343 4.289 2.640 0.11
H 1.396 5.366 4.014 0.13
H -1.174 7.361 3.311 0.12
H -0.561 6.454 4.690 0.12
H -3.071 5.781 3.061 0.07
H -3.059 6.471 4.683 0.08
H -2.481 4.822 4.432 0.07
H 1.020 6.165 -0.589 0.14
H 1.914 4.500 -2.241 0.12
H 1.302 2.125 -1.968 0.08
H -0.681 2.900 1.559 0.09